The following is a DFT calculation (wB97M-V/def2-TZVPD) of a molecular structure, C33H35BaN4O4S3 at a distorted geometry.

```
! RIJCOSX wB97M-V def2-TZVPD def2/J DEFGRID3
* xyz 1 1
Ba -0.4273 -0.1335 -0.5060
O 3.5124 0.1320 -3.5737
C 4.0266 1.3830 -3.6396
C 5.1178 1.6212 -4.4642
C 5.5593 2.9253 -4.6389
C 5.0622 3.9289 -3.8254
C 4.0580 3.6981 -2.8842
C 3.4619 2.3920 -2.8520
C 2.3399 2.0675 -1.9169
O 1.5989 1.0424 -2.0677
N 2.2706 2.9673 -0.9353
N 1.4031 2.5483 -0.0571
C 1.2200 3.2352 1.0515
C 0.1381 2.8689 1.9370
C -0.4182 3.8846 2.7144
C -1.4273 3.5148 3.5843
C -1.9048 2.1988 3.6536
C -1.3068 1.2718 2.8224
N -0.4516 1.6374 1.8693
H 2.7049 0.1798 -2.9431
H 5.5286 0.7929 -4.9596
H 6.2844 3.2030 -5.4151
H 5.4633 4.9464 -3.9074
H 3.6613 4.4489 -2.2042
H 1.8514 4.0824 1.2830
H -0.0486 4.9055 2.6444
H -1.8680 4.2686 4.2567
H -2.6411 1.8669 4.4184
H -1.5361 0.2090 2.8885
C -4.9995 3.4860 0.5121
C -4.1553 3.8226 -0.6714
S -2.6610 2.8085 -0.8565
C -2.9199 2.1869 -2.5010
C -3.9436 1.0504 -2.5328
S -3.5685 -0.4486 -1.5686
C -4.6744 -0.4811 -0.0414
C -4.7338 0.7489 0.8380
S -5.9111 1.9426 0.2765
H -5.8118 4.2065 0.6642
H -4.3938 3.4497 1.4152
H -3.8642 4.8731 -0.6594
H -4.7521 3.6878 -1.5476
H -1.9641 1.8404 -2.9284
H -3.2868 2.9761 -3.1430
H -4.0027 0.6677 -3.5553
H -4.9132 1.3792 -2.1982
H -4.2853 -1.3486 0.5382
H -5.6502 -0.7713 -0.4340
H -3.7334 1.1400 0.8788
H -5.0178 0.4482 1.8590
C 0.5151 -5.5428 3.2521
O 0.7836 -4.9183 1.9751
C -0.2826 -4.3759 1.3182
C -1.5987 -4.6936 1.6494
C -2.6436 -4.2080 0.8811
C -2.4088 -3.4234 -0.2356
C -1.1141 -3.3051 -0.7267
C -0.0369 -3.8042 0.0121
N 1.1299 -4.1772 -0.6747
C 2.4641 -4.0066 -0.4147
C 3.1417 -3.1189 0.4389
C 4.5709 -3.2881 0.5994
C 5.1715 -2.7877 1.7180
C 4.3944 -1.9216 2.5590
C 3.1360 -1.4291 2.1818
C 2.5117 -1.9067 0.9801
O 1.5359 -1.3298 0.3223
H 1.5034 -5.7579 3.6562
H -0.0406 -6.4394 3.0906
H 0.0334 -4.8452 3.9406
H -1.8058 -5.3933 2.4816
H -3.6955 -4.4681 1.1236
H -3.2166 -2.9765 -0.7921
H -0.9432 -2.9149 -1.7470
H 0.9872 -4.8089 -1.4715
H 3.1514 -4.6851 -0.9366
H 5.1035 -3.8907 -0.1007
H 6.1952 -3.0979 2.0236
H 4.8006 -1.6120 3.4972
H 2.6666 -0.6255 2.7209
*
```

## Properties
relative energy (zero: lowest compared OMol25 entry of this formula, charge and spin)	0.000	eV
orbital gap	5.69	eV



The following is a DFT calculation (wB97M-V/def2-TZVPD) of a molecular structure, C33H35BeF5N4P2S at a distorted geometry.

```
! RIJCOSX wB97M-V def2-TZVPD def2/J DEFGRID3
* xyz 0 1
Be 0.0235 -2.0148 0.4640
C -1.9413 3.9745 3.8907
C -2.5893 3.3255 2.9105
C -1.9240 2.8338 1.6419
C -0.5119 2.1614 1.8142
C 0.5960 2.9723 1.2209
C 0.8509 4.2232 1.6191
C -0.1814 5.0451 2.3084
C -0.5410 4.5722 3.7660
C 1.8324 -2.3928 0.7025
H -2.4632 4.1607 4.8459
H -3.6153 2.9363 2.9985
H -1.9369 3.6776 0.9315
H -2.6232 2.1097 1.1916
H -0.3304 1.9960 2.8809
H -0.5954 1.1615 1.3459
H 1.2313 2.4516 0.5055
H 1.7447 4.7808 1.3477
H -1.0895 5.0408 1.6926
H 0.2241 6.0641 2.2854
H 0.2258 3.8566 4.1672
H -0.5281 5.5095 4.3775
H 2.3691 -1.5415 1.1564
H 2.4883 -2.5086 -0.2581
H 1.9620 -3.3213 1.2984
P 1.6599 -1.5602 -1.4888
P -1.7237 -0.8779 -0.8369
N 2.9740 -0.4410 -1.7477
N 2.2772 -2.8817 -2.4403
N -1.7639 0.8961 -1.9138
N -3.4062 -1.3144 -1.5162
C 0.4614 -0.8618 -2.5827
C -0.9017 -1.5470 -2.3515
C 4.1307 -0.3211 -0.9679
C 4.9860 0.5645 -1.6131
C 4.3532 0.9861 -2.8122
C 3.1345 0.3496 -2.8828
C 2.4411 -4.2355 -2.1210
C 3.1448 -4.8159 -3.1588
C 3.4244 -3.8028 -4.1254
C 2.8461 -2.6336 -3.6939
C -1.1991 2.0776 -1.4727
C -1.2594 3.0859 -2.4402
C -1.6834 2.4440 -3.6342
C -2.0218 1.1278 -3.2713
C -4.3148 -0.5331 -2.2465
C -5.0531 -1.3406 -3.1147
C -4.6498 -2.6956 -2.8620
C -3.6928 -2.6499 -1.8536
H 0.7610 -0.9632 -3.6369
H 0.4189 0.2074 -2.3300
H -1.5034 -1.4556 -3.2749
H -0.8222 -2.6328 -2.1699
H 4.2317 -0.8907 -0.0477
H 5.9469 0.8802 -1.2523
H 4.7298 1.6533 -3.5579
H 2.3974 0.3219 -3.6560
H 2.0320 -4.6339 -1.1980
H 3.4477 -5.8416 -3.2257
H 3.9632 -3.9119 -5.0433
H 2.7952 -1.6545 -4.1446
H -0.6861 2.1094 -0.5349
H -1.0126 4.1338 -2.2912
H -1.7578 2.8869 -4.6257
H -2.3831 0.3459 -3.9317
H -4.4340 0.5281 -2.0772
H -5.7799 -1.0250 -3.8579
H -5.0049 -3.5963 -3.3606
H -3.1989 -3.4629 -1.3375
F 0.7316 -1.0052 7.5755
C 0.3524 -1.4636 6.3779
C -0.2063 -0.5572 5.4721
F -0.2610 0.7803 5.7100
C -0.6929 -1.0525 4.2754
F -1.5102 -0.2381 3.5539
C -0.4427 -2.3899 3.8497
S -0.8577 -2.9200 2.2643
C 0.1194 -3.2493 4.8358
F 0.3846 -4.5297 4.5196
C 0.4480 -2.8249 6.1094
F 0.9529 -3.6425 7.0531
*
```

## Properties
relative energy (zero: lowest compared OMol25 entry of this formula, charge and spin)	4.137	eV
orbital gap (alpha / beta)	5.67 / 5.67	eV



The following is a DFT calculation (wB97M-V/def2-TZVPD) of a molecular structure, C33H35BrGaN8O3PS.

```
! RIJCOSX wB97M-V def2-TZVPD def2/J DEFGRID3
* xyz 0 1
Ga 0.5906 -0.4004 -1.4798
Br 0.1631 0.8852 1.5827
C 1.2408 2.4441 1.6760
C 2.1001 2.5124 2.7333
C 3.0577 3.5421 2.8126
C 3.1564 4.4489 1.8031
C 2.2680 4.4085 0.7005
C 2.4022 5.3538 -0.3450
C 1.5402 5.3577 -1.3993
C 0.4733 4.4446 -1.4308
C 0.3185 3.5206 -0.4341
C 1.2458 3.4247 0.6442
H 2.0688 1.7430 3.4920
H 3.7315 3.5774 3.6582
H 3.9156 5.2206 1.8222
H 3.2063 6.0761 -0.2836
H 1.6537 6.0703 -2.2047
H -0.2364 4.4607 -2.2472
O 4.4875 0.6929 -2.1094
S 3.4449 0.8036 -1.1217
O 2.4247 1.8111 -1.3205
N 2.6503 -0.5548 -0.8598
C 3.2578 -1.7914 -0.7479
C 4.5991 -2.0815 -0.6509
C 5.0337 -3.4175 -0.5099
C 4.1566 -4.4626 -0.4471
C 2.7675 -4.2020 -0.5246
C 1.7715 -5.2025 -0.4508
C 0.4510 -4.8613 -0.5437
C 0.1139 -3.5059 -0.7138
N 1.0110 -2.5560 -0.7783
C 2.3289 -2.8761 -0.6835
C 4.2593 1.1811 0.4156
C 3.8031 0.6388 1.6075
C 4.4662 0.9401 2.7889
C 5.5668 1.7840 2.7739
C 6.0151 2.3247 1.5750
C 5.3675 2.0177 0.3889
H 5.3301 -1.2870 -0.7060
H 6.0976 -3.6082 -0.4496
H 4.5026 -5.4828 -0.3428
H 2.0707 -6.2347 -0.3114
H -0.3314 -5.6054 -0.4890
H -0.9167 -3.1865 -0.7921
H 2.9466 -0.0238 1.6004
H 4.1218 0.5132 3.7226
H 6.0826 2.0165 3.6970
H 6.8804 2.9747 1.5630
H 5.7197 2.4025 -0.5589
N -0.7980 2.6790 -0.4593
C -1.9118 2.6009 -0.8552
N -3.1119 2.4114 -1.0384
C -3.9659 2.4536 -2.0309
N -4.7669 2.5342 -2.8590
C -3.5065 -0.8733 -3.0082
N -4.3162 -0.9776 -1.8002
C -5.6610 -1.4741 -2.0222
P -3.6042 -1.1218 -0.3127
O -2.1396 -0.9250 -0.4129
N -4.0190 -2.6108 0.3225
C -5.1485 -2.8657 1.1915
C -3.5523 -3.7889 -0.3844
N -4.3468 -0.0395 0.6851
C -5.5009 0.7744 0.3748
C -3.8548 0.0864 2.0470
H -3.4663 -1.8369 -3.5305
H -2.4935 -0.5762 -2.7448
H -3.9321 -0.1318 -3.6862
H -5.6485 -2.4196 -2.5774
H -6.2454 -0.7516 -2.5983
H -6.1738 -1.6445 -1.0753
H -5.5576 -1.9326 1.5709
H -4.8470 -3.4792 2.0461
H -5.9463 -3.4012 0.6611
H -2.8026 -3.5089 -1.1221
H -4.3768 -4.2840 -0.9113
H -3.1060 -4.5122 0.3052
H -5.7211 0.7374 -0.6893
H -5.3010 1.8178 0.6354
H -6.3855 0.4486 0.9367
H -3.0827 -0.6565 2.2420
H -4.6672 -0.0589 2.7679
H -3.4188 1.0759 2.2114
*
```

## Properties
orbital gap	7.48	eV



The following is a DFT calculation (wB97M-V/def2-TZVPD) of a molecular structure, C33H35CrIO7PS3.

```
! RIJCOSX wB97M-V def2-TZVPD def2/J DEFGRID3
* xyz -1 3
Cr -0.6880 0.0204 -0.0149
C 2.1299 -3.1137 -3.9397
C 0.6289 -2.9001 -3.8431
O 0.0783 -3.5266 -2.6779
P 0.0577 -2.8796 -1.1951
S 0.3967 -4.3578 0.0466
S 1.1297 -1.1861 -1.1756
O -1.5016 -2.3107 -1.1500
C -2.5651 -2.9969 -0.4757
C -3.5654 -3.5348 -1.4810
H 2.5046 -2.6350 -4.8461
H 2.3622 -4.1790 -3.9635
H 2.6175 -2.6652 -3.0765
H 0.1261 -3.3748 -4.6878
H 0.3995 -1.8341 -3.8393
H -3.0312 -2.2786 0.2005
H -2.1462 -3.8140 0.1126
H -3.9778 -2.7260 -2.0862
H -4.3831 -4.0181 -0.9436
H -3.0796 -4.2613 -2.1331
I -3.1716 -2.2614 -6.8620
C -2.5056 -0.8497 -5.4375
C -2.7131 -1.1168 -4.0961
C -2.2515 -0.2065 -3.1591
C -1.5846 0.9477 -3.5542
C -1.4260 1.2105 -4.9098
C -1.8801 0.3100 -5.8626
C -1.0280 1.9051 -2.5120
O -0.8205 3.0693 -2.8379
O -0.8321 1.4157 -1.3484
H -3.2155 -2.0229 -3.7846
H -2.4292 -0.3757 -2.1080
H -0.9381 2.1318 -5.2001
H -1.7399 0.5058 -6.9172
C -2.3310 7.0933 3.6844
C -1.9609 5.7864 3.0360
C -0.7932 5.1204 3.3680
C -0.4509 3.9011 2.7920
C 0.8745 3.2870 3.1466
C -1.3419 3.3063 1.8853
C -2.4957 4.0046 1.4773
C -3.3898 3.5032 0.3749
C -2.7835 5.2274 2.0664
C -1.0879 1.9363 1.3583
O -2.0574 1.1754 1.0596
O 0.0804 1.4652 1.2256
H -1.5692 7.4070 4.3974
H -3.2807 7.0033 4.2152
H -2.4439 7.8724 2.9287
H -0.1160 5.5606 4.0929
H 1.3778 3.8945 3.9004
H 1.4997 3.2221 2.2573
H 0.7578 2.2739 3.5196
H -2.7928 3.1647 -0.4716
H -4.0548 4.3021 0.0445
H -3.9821 2.6545 0.7118
H -3.6757 5.7631 1.7581
O -0.6614 -1.3671 1.4689
S 0.5551 -1.5905 2.3310
C 0.3264 -0.4578 3.7215
C 1.3972 -0.2187 4.5689
C 1.2130 0.5839 5.6841
C -0.0335 1.1374 5.9401
C -1.0976 0.8944 5.0804
C -0.9224 0.0890 3.9666
C 0.1131 -3.0003 3.3574
C 1.1402 -3.7109 3.9572
C 0.8336 -4.7459 4.8243
C -0.4926 -5.0652 5.0823
C -1.5118 -4.3557 4.4601
C -1.2124 -3.3154 3.5970
H 2.3623 -0.6605 4.3499
H 2.0464 0.7852 6.3449
H -0.1711 1.7782 6.8016
H -2.0643 1.3428 5.2687
H -1.7331 -0.0932 3.2731
H 2.1664 -3.4523 3.7249
H 1.6306 -5.3090 5.2925
H -0.7296 -5.8726 5.7631
H -2.5446 -4.6173 4.6511
H -1.9925 -2.7577 3.0952
*
```

## Properties
⟨S²⟩	2.1934
relative energy (zero: lowest compared OMol25 entry of this formula, charge and spin)	0.629	eV
orbital gap (alpha / beta)	6.96 / 5.76	eV



The following is a DFT calculation (wB97M-V/def2-TZVPD) of a molecular structure, C33H35CrN9O2S at a distorted geometry.

```
! RIJCOSX wB97M-V def2-TZVPD def2/J DEFGRID3
* xyz 0 5
Cr -0.0436 0.2586 0.5007
C -3.8662 2.0855 1.4530
C -3.5242 2.9232 2.5130
C -2.2465 2.8963 3.0259
C -1.3001 2.0197 2.4873
N -1.6647 1.1789 1.4968
C -2.8953 1.2427 0.9651
C 0.1044 1.9139 2.9013
C 0.5096 2.3818 4.1640
C 1.7137 1.9793 4.6906
C 2.4878 1.0736 3.9565
C 2.0986 0.6636 2.7011
C 0.9479 1.1613 2.0596
H -4.8509 2.1012 1.0097
H -4.2521 3.6167 2.9145
H -1.9559 3.5793 3.8105
H -3.0745 0.5747 0.1307
H -0.1442 3.0187 4.7489
H 2.0334 2.3109 5.6696
H 3.3971 0.6732 4.3904
H 2.7278 -0.0402 2.1650
N -0.3414 3.6590 0.0943
C -0.6190 2.9787 -1.0453
N -0.9462 3.7180 -2.1043
C -1.2019 3.0130 -3.2193
N -1.4135 3.7429 -4.3455
N -1.2556 1.6987 -3.3262
C -0.9949 1.0191 -2.1890
N -0.5755 1.6378 -1.0252
C -1.2150 -0.3705 -2.1384
C -1.6022 -1.1130 -3.2851
C -1.9028 -2.4339 -3.1638
C -1.8311 -3.0458 -1.8881
C -1.4153 -2.2851 -0.8256
N -1.0914 -0.9836 -0.9061
H -0.2177 4.6465 -0.0553
H 0.3161 3.2202 0.7264
H -1.5581 4.7300 -4.2401
H -1.7900 3.2672 -5.1446
H -1.6548 -0.5930 -4.2301
H -2.1959 -3.0094 -4.0327
H -2.0778 -4.0870 -1.7406
H -1.3240 -2.7288 0.1564
C 0.4513 -3.8962 4.1735
N -0.5895 -2.9042 4.0525
C -1.6720 -2.7977 5.0224
C -2.5140 -1.6247 4.4855
N -1.8190 -1.2797 3.2530
C -0.6958 -1.9927 3.0753
S 0.4256 -1.8003 1.8401
H 0.1410 -4.8557 3.7535
H 0.6900 -4.0318 5.2285
H 1.3405 -3.5509 3.6518
H -1.2627 -2.5967 6.0145
H -2.2429 -3.7271 5.0706
H -2.5321 -0.7807 5.1757
H -3.5405 -1.9253 4.2776
H -1.9551 -0.4185 2.7481
C 6.9054 2.1635 -3.9092
C 5.7234 1.9665 -2.9992
C 4.5413 1.4216 -3.4659
C 3.4454 1.1952 -2.6332
C 2.2007 0.6372 -3.2746
C 3.5430 1.5548 -1.2846
C 4.7320 2.1200 -0.7895
C 4.9068 2.4962 0.6599
C 5.8011 2.3033 -1.6526
C 2.3859 1.3939 -0.3313
O 1.7420 0.2640 -0.3718
O 2.0964 2.3275 0.4227
H 6.6035 2.1559 -4.9562
H 7.6394 1.3665 -3.7696
H 7.4081 3.1093 -3.7040
H 4.4567 1.1548 -4.5146
H 2.4753 -0.0702 -4.0585
H 1.6288 1.4377 -3.7521
H 1.5536 0.1327 -2.5679
H 4.2906 3.3538 0.9241
H 5.9521 2.7365 0.8550
H 4.6101 1.6859 1.3271
H 6.7232 2.7213 -1.2615
*
```

## Properties
⟨S²⟩	6.0607
relative energy (zero: lowest compared OMol25 entry of this formula, charge and spin)	1.237	eV
orbital gap (alpha / beta)	5.17 / 7.53	eV



The following is a DFT calculation (wB97M-V/def2-TZVPD) of a molecular structure, C33H35F3N2OSV at a distorted geometry.

```
! RIJCOSX wB97M-V def2-TZVPD def2/J DEFGRID3
* xyz 1 3
V -0.0799 0.1851 0.3810
F 2.2986 0.8326 5.2543
C 1.5478 -0.0595 4.5152
C 1.3191 0.3719 3.2136
C 0.5072 -0.2979 2.3479
C 0.0557 -1.5380 2.7788
C 0.3892 -2.0409 4.0248
F -0.0154 -3.2281 4.4806
C 1.0884 -1.2780 4.9615
C -0.7288 -2.3091 1.7601
C -1.4180 -3.4597 2.0384
C -2.3062 -3.8935 1.0556
C -2.4969 -3.1979 -0.1568
C -1.7708 -2.0142 -0.3532
N -0.8601 -1.6928 0.5695
H 1.7964 1.3103 2.9169
H 1.0953 -1.6758 5.9580
H -1.4279 -3.9388 3.0127
H -2.8635 -4.7703 1.1731
H -3.3104 -3.4379 -0.8466
H -1.7753 -1.4680 -1.3092
C 1.2578 -3.1141 -1.6982
C 1.2451 -2.1259 -2.8626
C 1.2718 -2.8970 -4.1881
C 0.2500 -0.9840 -2.9199
C -0.8168 -1.0506 -3.8102
C -1.8164 -0.0688 -3.8045
C -1.7164 1.0977 -3.0171
C -0.6495 1.2505 -2.1191
C -0.3815 2.6687 -1.6978
C 0.3805 2.9653 -0.4089
C 0.1404 3.4435 -2.9271
C 0.2771 0.1515 -2.0624
N 1.2347 0.1955 -0.9995
C 2.5654 0.3305 -1.3644
C 2.9766 0.7168 -2.6465
C 4.3416 0.8876 -2.8303
C 5.3164 0.7386 -1.8320
C 4.8640 0.4316 -0.5648
C 3.5420 0.1940 -0.3782
F 3.0678 -0.0918 0.8584
H 2.0217 -3.8846 -1.8912
H 0.3298 -3.6711 -1.4919
H 1.5162 -2.6798 -0.7691
H 2.2455 -1.6491 -2.8492
H 0.3732 -3.4693 -4.3791
H 2.1266 -3.6033 -4.1383
H 1.4088 -2.2877 -5.0777
H -0.8812 -1.9615 -4.4437
H -2.7094 -0.2280 -4.3932
H -2.4893 1.8401 -3.1085
H -1.3881 3.0129 -1.5167
H 1.4815 2.9178 -0.4827
H 0.1123 2.4065 0.4853
H 0.2747 4.0201 -0.2630
H 1.0584 2.9550 -3.3793
H 0.3988 4.4508 -2.6728
H -0.6150 3.5070 -3.6958
H 2.2927 0.9898 -3.4612
H 4.6154 1.1501 -3.8686
H 6.3234 1.0474 -2.0232
H 5.5577 0.2198 0.2652
O -1.6843 0.9510 1.4105
S -2.6578 0.5447 2.5168
C -3.9509 1.9206 2.2831
C -4.0221 2.6342 3.6251
C -2.5782 2.7109 4.0814
C -2.0729 1.2021 4.0690
H -4.7998 1.3865 1.9187
H -3.5791 2.4983 1.4701
H -4.6704 2.0965 4.3425
H -4.4221 3.6616 3.5101
H -2.5100 3.0992 5.0899
H -1.9127 3.3581 3.4679
H -2.5693 0.5788 4.8251
H -1.0193 1.1358 4.0413
*
```

## Properties
⟨S²⟩	2.0416
orbital gap (alpha / beta)	6.93 / 7.43	eV



Ordered DFT total energy results: -82133.109; -84141.891; -195396.278; -127445.255; -91555.906; -84485.707; unit eV.
Ordered M results: 785.2; 685.7; 804.4; 849.7; 673.8; 615.7; unit Da.